1.
29
Properties=species:S:1:pos:R:3:forces:R:3 method="wB97M-V/def2-TZVPD" smiles="C[N+](=O)[O-].C[N+](=O)[O-].C[N+](=O)[O-].BrCCBr" max_force_ev_per_a=3.4 charge=0 energy_ha=-5961.72441 homo_ev=-10.25 gap_ev=10.25
C 1.161906 1.930810 -0.769822 -0.5 0.4 1.5
N 1.149476 2.385310 -2.179002 -0.7 -1.1 -0.7
O 2.128926 2.136280 -2.825612 1.6 0.1 -0.2
O 0.123706 2.776880 -2.696432 -0.4 0.5 0.9
H 1.913986 2.413250 -0.145532 0.3 0.3 -0.7
H 1.381266 0.864780 -0.710202 -0.2 0.1 -0.4
H 0.212706 2.188840 -0.300222 -0.1 -0.3 -0.4
C 0.895016 -2.793620 4.621258 0.5 -0.9 0.2
N 1.081986 -2.185680 3.267618 -0.7 0.5 0.3
O 0.200576 -1.390120 2.958408 1.0 -0.5 -0.5
O 2.100426 -2.460150 2.642488 -1.3 0.4 0.5
H 1.233776 -3.827850 4.560328 0.4 0.2 0.1
H -0.129474 -2.829290 4.991748 0.0 0.6 -0.6
H 1.517076 -2.192540 5.284468 0.0 -0.2 0.0
C -6.499634 3.780690 1.428608 -0.4 1.1 -1.8
N -5.199584 3.513580 2.074638 2.3 1.6 -1.7
O -4.125624 3.955310 1.547208 -3.1 -1.0 1.0
O -5.243004 2.884290 3.077898 0.2 -0.9 1.4
H -6.417194 4.707200 0.860378 0.3 0.1 0.2
H -7.370224 3.881040 2.076768 0.6 -0.5 0.5
H -6.683924 3.045340 0.645408 0.2 -0.4 0.4
Br 1.098016 -3.101610 -4.588612 0.6 -0.3 0.0
C 2.735966 -3.235150 -3.505342 0.2 1.7 0.5
C 3.956156 -2.548690 -4.183362 -0.8 -0.5 0.3
Br 5.454946 -2.601220 -2.903232 -0.3 -0.2 -0.5
H 2.871796 -4.226930 -3.074022 0.1 -0.1 -0.7
H 2.467586 -2.591180 -2.667852 0.1 -0.2 0.1
H 3.806166 -1.480070 -4.337122 -0.3 -0.2 0.1
H 4.177216 -2.999510 -5.150842 0.5 -0.1 0.3


2.
22
Properties=species:S:1:pos:R:3:forces:R:3 method="wB97M-V/def2-TZVPD" max_force_ev_per_a=4.4 charge=+1 energy_ha=-3222.86693 homo_ev="-12.70 / -12.31" gap_ev="6.97 / 6.28"
C -0.116109 0.903315 -1.103611 -0.6 0.1 -1.1
C 0.189796 -0.614957 -1.177797 -2.0 0.7 0.2
C -0.026149 2.923446 0.374565 -0.7 -1.3 2.5
C -1.430842 -1.038428 0.491205 -3.1 1.4 -0.5
C 0.631480 -2.222796 0.715192 -1.1 -2.9 -3.1
N 0.122285 1.466532 0.208039 0.3 -2.5 1.7
N 0.018800 -0.983634 0.242814 -0.4 0.0 0.3
P 0.729912 0.340515 1.274307 0.8 1.7 -1.5
Br 3.605639 -0.161847 -0.224247 -1.7 0.2 0.8
H 0.491978 1.522608 -1.713307 0.7 0.0 -1.3
H -1.141131 1.100242 -1.391279 -0.4 0.1 -0.1
H -0.557583 -1.246679 -1.747313 0.9 1.1 0.4
H 1.161746 -0.821644 -1.479188 1.8 -0.3 -0.5
H -0.830173 3.220961 -0.312511 0.7 0.4 0.2
H -0.362391 3.046955 1.474777 0.4 0.3 -1.9
H 0.977182 3.304653 0.282962 0.0 1.0 -0.5
H -1.659697 -1.145966 1.534280 0.2 -0.9 0.6
H -2.011703 -0.053276 0.323907 1.5 -1.2 -0.3
H -1.968048 -1.772022 -0.180426 1.0 0.4 1.0
H 0.171779 -2.473946 1.598602 -0.6 -0.3 2.5
H 0.328196 -3.142103 0.064265 0.6 1.9 0.6
H 1.675038 -2.151933 0.744763 1.6 0.2 0.1


3.
22
Properties=species:S:1:pos:R:3:forces:R:3 method="wB97M-V/def2-TZVPD" smiles="C/C=[N+](/C)P(Br)N(C)C" max_force_ev_per_a=4.6 charge=+1 energy_ha=-3222.91043 homo_ev=-13.54 gap_ev=9.49
C 0.754776 -1.129616 -1.687964 -1.2 4.1 1.8
C 0.323754 -1.932773 -0.578466 -0.7 -1.7 0.1
N -0.122202 -1.511254 0.538240 0.1 0.9 -0.4
C -0.618843 -2.425124 1.525047 0.7 -1.5 -0.1
P -0.857984 0.264437 1.266795 2.0 1.6 -1.8
Br -2.652180 -0.026051 0.091243 -0.7 -0.2 -0.1
N -0.117202 1.502404 0.380523 -0.4 0.8 0.5
C 0.974628 2.311590 1.016720 0.6 1.0 -4.2
C -0.425724 2.094842 -0.979838 0.2 -0.2 1.3
H 1.565269 -1.420065 -2.248414 1.2 -1.5 -1.7
H 1.059071 -0.106402 -1.346717 -0.3 -0.8 0.0
H -0.213030 -0.923679 -2.150737 0.2 -0.2 -1.1
H 0.156488 -3.003575 -0.883248 0.5 0.6 1.0
H 0.113174 -3.259458 1.623826 -1.0 0.3 0.0
H -0.676850 -1.906124 2.443002 0.3 0.4 1.3
H -1.644209 -2.685354 1.325097 -0.3 -0.7 -0.4
H 1.214520 1.965198 1.917428 0.9 -2.0 3.8
H 1.961830 2.179291 0.345765 -2.3 0.8 1.4
H 0.699620 3.382868 1.249066 0.1 -1.0 -1.1
H -0.786330 3.162077 -0.846729 0.8 -1.3 -0.3
H 0.497305 1.954335 -1.569215 -0.5 0.7 0.1
H -1.205879 1.512437 -1.431418 -0.3 -0.1 -0.3